Formula: C22H26N4ORb
Source: the OMol25 dataset
Level of theory: ωB97M-V with the def2-TZVPD basis set

Geometry as XYZ:
```
54
Properties=species:S:1:pos:R:3
N 2.6624 -0.3615 1.1309
H 1.3708 -0.4283 4.2045
H -2.0015 5.2233 -1.2889
H 1.2473 -1.7365 3.0352
H -1.0118 3.0293 -1.8560
H -5.6626 0.1699 0.5560
H -1.1345 1.5782 2.7093
C 3.6707 0.2266 3.2145
H -1.1942 -0.7593 4.0927
C 0.8058 2.3440 2.1921
C -2.3668 -0.5345 2.3330
H -0.8335 -1.9217 2.8200
H 0.0287 1.4329 4.0173
C 2.6035 -4.1542 -0.3757
H 2.9595 -3.1504 -0.5923
H -3.5240 -1.1349 4.0395
C -1.2306 5.1746 0.7252
H -3.4693 0.5705 -0.5188
H 1.5926 1.8352 1.6421
C 0.4611 -5.5525 -0.1439
H 3.8339 -0.1554 -0.5500
O 0.4213 -3.2236 -0.5829
C 4.8570 0.5509 2.5752
H 1.1397 -6.2543 0.3364
N 0.0946 -0.0796 2.5466
C 2.5980 -0.2259 2.4623
C -0.8813 3.4455 -0.8624
C 0.0292 3.1987 1.2252
C 1.3095 -0.6490 3.1278
C -0.4871 4.4285 1.6218
N -0.1667 2.7128 -0.0054
H 3.5727 0.3281 4.2874
C 3.8083 -0.0427 0.5296
H 5.8334 0.6559 0.6566
H -1.6384 6.1347 1.0135
C -1.4348 4.6739 -0.5506
H 5.7062 0.9083 3.1426
C -3.5516 -0.7700 3.0209
C -4.7586 -0.5296 2.3879
C -0.0974 1.3271 2.9288
H 2.9941 -4.8596 -1.1129
H 1.2917 2.9881 2.9256
H -5.6934 -0.7120 2.9014
N -2.3508 -0.0733 1.0834
H -0.4481 -5.4365 0.4432
Rb 0.1976 -0.3213 -0.4733
C 4.9316 0.4144 1.2012
C -1.0490 -0.8659 3.0058
H 2.9772 -4.4808 0.5973
C -4.7471 -0.0424 1.0896
C 1.1014 -4.2107 -0.3770
H -0.2995 4.7948 2.6228
H 0.1730 -5.9657 -1.1134
C -3.5199 0.1772 0.4913
```

Its net charge is +1. The relative energy (zero: lowest compared OMol25 entry of this formula, charge and spin) comes out at 0.38 kcal/mol. The LUMO energy is -2.10 eV. Its HOMO-LUMO gap is 9.6304 eV.

Atomic partial charges in e from the Mulliken method, atoms 1 to 4:
1 N 0.20
2 H 0.36
3 H 0.39
4 H 0.45

Formula: C6H16GaN2O4
Source: the OMol25 dataset
Level of theory: ωB97M-V with the def2-TZVPD basis set

Geometry as XYZ:
```
29
Properties=species:S:1:pos:R:3
H -3.8948 -1.9779 -0.4809
H -3.9137 1.5231 0.4857
O 3.7742 1.1746 -0.0121
C 4.0802 -0.1822 -0.2730
H 1.3437 -1.3929 0.6190
H -3.1004 -1.7525 1.1577
O -0.5897 -1.3210 0.1037
O 1.5852 0.7804 -0.5380
H 3.3026 -0.6819 -0.9726
N 2.2401 2.7285 0.4276
H 4.2027 -0.7482 0.5845
O -2.9662 -0.1948 -0.2443
H 0.3292 -2.9107 0.7797
C 0.5963 -2.0566 0.1480
C -1.6476 -2.1473 -0.4085
C -4.1479 0.4872 0.1664
H 0.8141 3.9593 1.1349
C 2.4758 1.4998 -0.0700
H -4.4932 0.0278 1.1116
N 1.1042 3.5054 0.2529
H 1.3069 4.3027 -0.3806
H 3.0527 3.1278 0.8333
H 5.1190 -0.1603 -0.6962
H 0.9273 -2.3013 -0.8290
Ga -0.8095 1.0080 -0.6214
H -4.8634 0.4642 -0.6531
H -1.5185 -2.0580 -1.4973
H -1.3186 -3.1084 -0.2208
C -2.9905 -1.5947 0.0928
```

Its net charge is +3. The relative energy (zero: lowest compared OMol25 entry of this formula, charge and spin) comes out at 22.01 kcal/mol. The LUMO energy (alpha / beta) is -17.23 / -17.76 eV. Its HOMO-LUMO gap (alpha / beta) is 4.5784 / 3.3399 eV.

Atomic partial charges in e from the Mulliken method, atoms 1 to 4:
1 H 0.43
2 H 0.36
3 O -0.30
4 C -0.60

Formula: C18H31Cl2HoN4O3S
Source: the OMol25 dataset
Level of theory: ωB97M-V with the def2-TZVPD basis set

Geometry as XYZ:
```
60
Properties=species:S:1:pos:R:3
H -5.1797 -1.6979 3.5847
H 0.0247 -0.3538 -4.7758
H -0.1445 -1.1747 -3.2106
H -2.0829 2.0896 -5.0990
H -3.7237 -4.1245 2.3650
Ho -0.4206 -0.1209 -0.1550
H 0.4762 -1.9483 3.9141
C -0.8779 1.7620 -3.3434
C 1.1069 3.8063 -1.0472
N -3.4793 -2.0354 2.3858
H 0.7918 5.7255 -0.1701
C -2.6430 -1.2169 1.7564
C 1.7967 5.1804 -3.3911
C -3.0937 -3.3677 2.8482
C 0.1454 0.9474 -3.0350
H 0.1157 2.0396 3.6907
Cl -2.3924 -0.7448 -1.5554
H -3.2616 -3.4482 3.9294
O 1.4936 1.0414 -0.9916
C 2.1248 -2.0747 -0.6869
H 0.8254 3.2644 -0.1442
H -2.9779 1.5625 -3.6672
H 2.3178 1.2288 -2.8222
C 1.0785 5.1983 -1.0768
H 1.9742 -5.0930 -0.8942
C 1.4158 5.8908 -2.2446
H 4.4995 -3.5218 -2.2646
C 1.9360 -4.2980 -1.6494
H -5.5189 -2.3919 1.9799
S 1.5229 0.0554 2.3010
H 1.3918 6.9832 -2.2518
N 2.7183 -3.1389 -1.2160
H -0.9179 2.7684 -2.9112
O 0.8723 -1.9606 -0.6159
H -3.0547 -0.2543 1.4292
Cl -1.4080 1.9139 1.0881
H 2.7832 -1.2698 -0.3061
C 0.3938 -0.3696 -3.7328
C 1.4647 3.1064 -2.1997
C -2.0440 1.4219 -4.2253
H -2.0434 -3.5496 2.6160
H -0.5655 1.1649 5.0170
C 4.1697 -3.2681 -1.2495
H 2.1123 3.2022 -4.2420
N 0.0942 1.2013 4.2468
H 2.3740 -4.6900 -2.5709
H -5.0371 -0.6744 2.1225
H 4.6134 -2.3128 -0.9487
C 1.8304 3.7872 -3.3631
H 2.0666 5.7137 -4.3005
H 4.5075 -4.0637 -0.5705
C -4.8879 -1.6780 2.5269
C 0.5639 0.0593 3.6953
H 0.9023 -3.9971 -1.8183
N 0.2844 -1.0752 4.3789
H -2.0168 0.3868 -4.5836
O -1.4227 -1.4862 1.5059
C 1.4396 1.5758 -2.2242
H -0.4753 -1.0792 5.0587
H 1.4683 -0.6078 -3.7390
```

As for the spin multiplicity: 5. Its net charge is 0. As for the expectation value of S²: 6.0038. The LUMO energy (alpha / beta) is 0.03 / 0.03 eV. Its HOMO-LUMO gap (alpha / beta) is 7.5000 / 7.5044 eV.

Atomic partial charges in e from the Mulliken method, atoms 1 to 4:
1 H 0.32
2 H 0.44
3 H 0.21
4 H 0.38

Formula: C4H7NO
Source: the OMol25 dataset
Level of theory: ωB97M-V with the def2-TZVPD basis set

Geometry as XYZ:
```
13
Properties=species:S:1:pos:R:3
H 1.4609 -1.7866 -1.2295
C -1.3625 0.1783 -0.2883
H -0.1818 -2.0259 -2.0309
H 0.8163 -0.5463 -2.1047
N -0.3272 -0.6600 -0.2454
H -0.1598 1.8152 2.1189
C 0.5178 -1.3988 -1.5798
O -2.4804 0.4401 -0.5967
C -0.0558 0.7198 0.2338
H 1.3477 0.9336 2.0075
H -0.2757 0.2126 2.4271
C 0.2333 0.8717 1.7687
H 0.4670 1.2463 -0.4805
```

The SMILES is C[C@@H]1C(=O)N1C. Its net charge is 0. The relative energy (zero: lowest compared OMol25 entry of this formula, charge and spin) comes out at 79.93 kcal/mol. The LUMO energy is 0.82 eV. Its HOMO-LUMO gap is 9.8113 eV.

Atomic partial charges in e from the Mulliken method, atoms 1 to 4:
1 H 0.29
2 C 0.35
3 H 0.29
4 H 0.30

Formula: C39H35Br2O6
Source: the OMol25 dataset
Level of theory: ωB97M-V with the def2-TZVPD basis set

Geometry as XYZ:
```
82
Properties=species:S:1:pos:R:3
C -3.2464 -4.4299 3.6473
H -4.3540 -3.6122 -3.4424
C -1.8491 -3.9079 3.6857
O 2.8668 -0.8619 -1.3607
H -1.3851 1.7311 -3.2440
O 0.9673 5.3657 -1.7317
C -1.6087 -4.8394 6.0161
H -3.5954 -3.6192 1.6983
H 0.8840 1.6023 -2.7757
C 0.2271 -3.6351 5.0185
C 1.8306 -2.8779 -0.5004
H 4.2335 2.5539 0.4780
C 3.5906 8.8153 -3.7197
C -2.0945 -0.0884 -2.2665
C -3.7793 -5.1536 4.7168
H -5.9029 -4.4889 1.5625
C -5.0776 -5.6460 4.6395
C 0.9710 -3.8232 6.1706
C 3.1883 4.0634 -0.6180
C 0.4282 -4.5159 7.2482
C 5.5805 3.9944 -0.3741
C 1.2005 8.8745 -3.9808
O -1.3627 -3.3224 2.7469
H 2.2091 3.6421 -0.4326
C -3.7266 -2.7209 -1.5628
C -1.8754 -0.9021 -1.0065
C -5.3092 -4.6834 2.4468
O -3.4413 -6.0525 6.8769
H 2.4917 -1.5891 -3.2792
H -1.9019 -0.7104 -3.1544
H 4.5766 9.2246 -3.8939
H 6.4671 3.5106 0.0148
C 4.5619 5.7581 -1.6486
H 0.1208 7.2566 -3.0464
Br -5.0959 -1.7015 -0.5662
H 0.6106 1.0396 -1.1333
H -1.2984 -5.5710 7.9940
H -3.0956 -2.3817 -3.6026
C -4.0081 -2.6455 -3.0659
H -2.3104 -0.4292 -0.1136
H 2.7221 0.1551 -3.0846
H -3.1361 0.2825 -2.3988
C -2.9877 -5.4089 5.9528
H 0.3134 9.3538 -4.3746
H 0.6238 -3.0989 4.1666
C 1.0835 7.7088 -3.2435
H 1.5053 -3.5026 -1.3422
H 6.6655 5.5772 -1.3577
H 2.5423 10.3420 -4.7924
H -6.8483 -5.7969 3.4463
C -2.3475 -2.2496 -1.0194
H -1.5183 1.8168 -1.4956
C 3.0732 -2.1215 -0.8932
C 4.7214 6.9957 -2.4621
C 5.6995 5.1424 -1.1389
C 0.3071 0.8805 -2.1764
C 4.3258 3.4565 -0.1116
H 2.0783 -3.5383 0.3341
O 5.8148 7.4660 -2.6978
H 0.9991 -2.2175 -0.2500
H -5.4695 -6.2069 5.4772
Br -1.1355 -3.6087 -2.0894
O 4.1764 -2.5424 -0.7852
C 3.3015 5.2139 -1.3896
H -2.2706 -2.6735 -0.0118
H -4.7698 -1.8977 -3.2976
H 0.3185 -1.2023 -1.8002
H 1.0116 -4.6581 8.1490
C -1.2027 1.1625 -2.3197
C -1.0658 -4.1398 4.9394
C -5.8378 -5.4127 3.5058
H -3.9053 -3.7343 -1.1985
C 2.0620 5.8397 -1.9339
C -4.0161 -4.1922 2.5151
C 2.4542 9.4292 -4.2171
C -0.8566 -5.0247 7.1715
H 0.2544 -0.8624 -3.5031
H 1.9774 -3.4291 6.2314
C 0.7262 -0.5365 -2.5664
C 2.2218 7.0907 -2.7385
C 3.4789 7.6431 -2.9798
C 2.2218 -0.7237 -2.6604
```

Its net charge is -1. The LUMO energy is 0.56 eV. Its HOMO-LUMO gap is 3.2851 eV.

Atomic partial charges in e from the Mulliken method, atoms 1 to 4:
1 C -0.02
2 H 0.27
3 C 0.44
4 O -0.27